This record from OMol25 describes the molecule C26H27FN4O3S2 at a distorted geometry. The level of theory is ωB97M-V/def2-TZVPD.

XYZ file:
```
63
Properties=species:S:1:pos:R:3:forces:R:3
H -1.370274 -3.030510 1.032161 0.047 -0.007 0.064
H 7.347309 -0.090647 -1.077043 0.090 -0.085 -0.034
H 0.509831 -1.063157 -2.195732 0.201 -0.112 -0.005
H -5.313927 0.448979 -2.512617 -0.060 -0.059 -0.062
C 6.752074 1.964318 -0.940713 -0.056 0.072 -0.004
C -3.413586 0.922546 -1.612889 0.011 -0.001 -0.085
H 0.420565 -3.376591 -3.162024 -0.064 -0.062 -0.110
H 5.906819 3.916424 -0.647706 0.016 0.134 -0.028
N 1.515901 -1.623663 -0.487963 0.354 0.218 0.775
O -0.440462 0.909141 -1.552685 -0.280 -0.072 0.036
H -1.298172 -1.864087 2.364880 0.057 -0.082 0.032
C -4.868155 2.571495 0.100080 -0.055 -0.050 -0.145
C 0.628206 -3.237244 -2.105099 0.166 0.215 -0.001
C 4.763800 2.410974 0.339632 0.181 -0.064 -0.123
C 4.654728 1.055695 0.623938 -0.210 0.227 0.177
H 2.103116 2.326474 0.844483 0.077 -0.006 0.026
H 5.028263 -1.499596 1.388749 0.174 -0.036 0.015
N 2.660581 -1.372701 1.372973 0.878 -0.252 -0.192
H -2.956322 3.035753 0.977611 -0.029 0.126 0.155
O 3.902892 3.365315 0.777348 0.320 0.061 -0.183
C -0.782627 -1.041829 0.449364 -0.025 -0.370 -0.073
C 2.740302 2.963780 1.465314 -0.234 -0.105 0.128
H -3.152971 -0.303191 2.745092 0.063 0.066 0.104
C 5.830312 2.860398 -0.443400 -0.153 0.085 0.078
H -5.519876 0.259783 2.372227 -0.041 0.076 0.057
C -5.738458 -1.072652 0.713314 -0.066 -0.055 0.004
H -0.546602 0.608454 1.667982 0.211 0.266 0.078
C -5.490331 1.826895 -0.888958 0.268 0.013 -0.071
H -6.777618 -0.828729 0.550897 -0.104 0.034 -0.020
H 1.340167 -3.996124 -1.787476 0.012 -0.095 0.027
C -3.775650 -2.312073 0.113253 0.009 -0.020 0.048
H 3.854733 0.678272 1.240471 -0.059 0.016 0.060
C -2.786137 1.655671 -0.625734 0.643 0.025 -0.096
H -5.456779 3.203643 0.745496 -0.062 0.060 0.059
C 0.681876 -1.296039 0.544600 0.304 -0.133 -0.100
C -3.494558 2.475781 0.230530 -0.091 0.117 0.002
H -5.653195 -2.482654 -0.894206 -0.053 -0.046 -0.076
H -1.109264 -1.127640 -0.589802 0.033 -0.233 0.093
C 5.422010 -1.302931 0.393606 -0.377 -0.117 -0.211
C -4.787538 1.005301 -1.753968 -0.150 0.195 0.133
F -6.826491 1.904207 -1.013156 0.033 -0.019 0.024
C -3.060597 -1.710297 1.140671 0.001 -0.129 0.092
S 4.199154 -2.043940 -0.766128 0.405 -0.241 -0.178
N 1.368568 -1.141121 1.643920 -1.258 0.202 0.183
C 2.747916 -1.660096 0.100168 -0.091 -0.010 0.067
C -1.600924 -2.005518 1.327557 -0.042 0.278 -0.272
C 1.205923 -1.844364 -1.876137 -0.271 -0.217 -0.524
C -5.031291 -0.462358 1.734905 -0.052 0.013 0.065
C -5.106769 -1.999526 -0.097575 -0.078 -0.060 -0.040
C 6.630619 0.609765 -0.674556 -0.057 -0.174 0.125
O -0.486567 2.677380 0.178566 -0.191 0.048 0.267
H 6.343174 -1.856924 0.220966 -0.043 -0.014 0.052
H 2.198672 3.880998 1.688641 0.004 -0.076 0.012
H 2.139234 -1.732336 -2.434859 -0.156 0.121 0.037
S -1.030544 1.472238 -0.368002 -0.383 -0.190 0.354
H -0.295564 -3.370648 -1.546149 -0.107 -0.045 0.042
N -1.054788 0.328555 0.842170 0.035 0.620 -0.465
C 5.585845 0.154816 0.116403 0.224 0.197 -0.085
H -3.289596 -3.040362 -0.521174 0.076 -0.102 -0.072
H 2.982318 2.445825 2.398782 -0.008 0.005 -0.037
H 7.571017 2.320747 -1.547557 0.065 0.053 -0.051
H -2.819053 0.308219 -2.269383 0.007 -0.112 -0.124
C -3.701252 -0.778275 1.945950 -0.061 -0.092 -0.002
```
Positions in Å, forces in eV/Å.

The SMILES is CCn1c(SCc2cccc(OC)c2)nnc1[C@@H](Cc1ccccc1)NS(=O)(=O)c1ccc(F)cc1. The maximum force comes out at 0.025 Eh/bohr. The LUMO energy is 0.52 eV. Its total energy is -2347.947852 a.u. The calculation puts the HOMO energy at -8.143 eV. Its charge is 0. The spin multiplicity is 1.


This record from OMol25 describes an isolated ion of composition C6H6F2NO3 and charge -1 at a distorted geometry. The level of theory is ωB97M-V/def2-TZVPD.

XYZ file:
```
18
Properties=species:S:1:pos:R:3:forces:R:3
C 0.076165 1.516763 -0.242042 -2.691 -1.865 0.551
N -0.347168 0.607039 -1.294307 0.736 -0.704 1.389
H 0.566460 0.179975 -1.500864 -0.830 -0.802 -0.551
C 0.344468 -2.256858 -0.027691 -1.162 0.015 1.693
H -1.544858 -1.194904 -1.371914 0.359 -0.489 -0.654
C 0.033708 0.031113 1.346375 1.483 2.067 -0.237
H 2.131601 1.372835 -1.026957 -0.953 0.948 0.574
C -0.608836 -1.079785 0.619480 -0.072 0.005 -1.449
H 1.116378 -0.102840 1.557937 -0.796 0.280 -0.045
O 1.844969 2.944301 0.282601 -0.027 0.047 -0.581
O 1.020258 -1.845951 -0.958160 1.268 0.824 -1.249
H -0.635790 2.344995 -0.100941 0.099 -0.590 0.699
H -1.505391 -1.440202 1.126898 0.349 -0.259 0.339
F -2.318148 0.181243 -0.273755 -2.202 1.365 0.532
C 1.402704 2.025454 -0.380594 2.511 -0.820 0.495
O 0.206122 -3.397690 0.413414 -0.226 -0.166 0.442
F -0.571195 0.571670 2.501723 0.348 -0.835 -1.480
C -1.211446 -0.457159 -0.671202 1.806 0.977 -0.466
```
Positions in Å, forces in eV/Å.

The maximum force comes out at 0.065 Eh/bohr. The LUMO energy is 3.42 eV. Its total energy is -712.440555 a.u. The calculation puts the HOMO energy at -4.936 eV. Its charge is -1. The spin multiplicity is 1.


This record from OMol25 describes a 2-piece molecular cluster, C3H4N2O2 overall at a distorted geometry. The level of theory is ωB97M-V/def2-TZVPD.

XYZ file:
```
11
Properties=species:S:1:pos:R:3:forces:R:3
O 2.712578 -0.993221 -0.928494 -0.165 0.624 -0.270
H 0.267038 -0.921814 1.694847 0.007 -0.172 -0.044
C 2.272399 0.081971 -1.006040 -0.193 0.329 0.387
N 0.354757 -0.321881 0.879076 0.154 -0.106 0.133
C -0.920702 0.026431 0.366710 -0.253 0.115 0.512
H -0.175510 1.983138 1.174964 -0.057 -0.157 0.019
O 1.868478 1.176146 -1.092768 0.424 -0.939 -0.169
N -1.788535 -0.539972 -0.474252 0.103 0.204 -0.025
C -0.506884 0.957679 1.178140 -0.008 0.192 -0.455
H -2.425643 0.053392 -0.974555 -0.094 -0.093 -0.034
H -1.618137 -1.466646 -0.818331 0.083 0.004 -0.054
```
Positions in Å, forces in eV/Å.

The SMILES is NC1=CN1.O=C=O. The maximum force comes out at 0.020 Eh/bohr. The LUMO energy is 0.69 eV. Its total energy is -376.627652 a.u. The calculation puts the HOMO energy at -7.893 eV. Its charge is 0. The spin multiplicity is 1.


This record from OMol25 describes a 2-piece molecular cluster, C3H9NO overall at a distorted geometry. The level of theory is ωB97M-V/def2-TZVPD.

XYZ file:
```
14
Properties=species:S:1:pos:R:3:forces:R:3
H -0.478671 1.522392 -1.949524 0.368 0.323 -0.349
C 0.402043 0.813348 -0.204075 1.012 0.422 -0.631
H -2.811965 -1.813631 1.162527 0.006 -0.220 0.513
C 1.750273 1.361249 0.384574 0.333 0.430 0.256
O -0.800895 -2.075903 0.840084 -0.280 -0.049 0.573
C -1.829020 -1.447983 0.862076 0.767 0.044 -1.551
H 1.841481 0.944597 1.384754 0.030 -0.019 -0.033
H 1.699141 2.444182 0.446114 -0.159 0.079 0.028
N 0.332332 1.010378 -1.605801 -1.061 -1.082 0.663
H -0.406353 1.355116 0.245780 -0.370 0.009 0.395
H 0.446759 -0.263739 -0.000178 -0.258 -0.226 0.013
H -1.789476 -0.476108 0.333473 -0.639 0.302 0.440
H 2.637143 1.128189 -0.199365 -0.158 -0.390 -0.109
H 0.658740 0.252064 -2.204560 0.408 0.377 -0.207
```
Positions in Å, forces in eV/Å.

The maximum force comes out at 0.034 Eh/bohr. The LUMO energy (alpha / beta) is -3.70 / -8.65 eV. Its total energy is -249.323444 a.u. The calculation puts the HOMO energy (alpha / beta) at -14.095 / -14.058 eV. Its charge is +1. The spin multiplicity is 2.